Entry 1:
12
Properties=species:S:1:pos:R:3:forces:R:3:nbo_charge:R:1 method="wB97M-V/def2-TZVPD" e_above_lowest_ev=1.696 smiles=NC1(O)CC1 e_homo_ev=-9.2
N 1.170 -0.053 -1.016 0.5485 0.0836 0.0529 -0.843
C 0.272 0.249 0.053 -0.3724 -0.4018 -0.1934 0.354
O 0.547 1.309 0.935 0.0663 0.2706 -0.1893 -0.709
C -1.176 -0.017 -0.210 -0.0633 0.1477 -0.1199 -0.447
C -0.355 -0.966 0.640 0.0432 -0.2458 0.2112 -0.436
H 1.888 -0.706 -0.719 -0.0129 0.2270 0.0241 0.364
H 1.626 0.753 -1.430 -0.2477 0.0352 0.1064 0.370
H -0.074 2.025 0.732 0.3761 -0.2547 0.0669 0.472
H -1.865 0.636 0.316 -0.1345 -0.2178 -0.1013 0.207
H -1.443 -0.331 -1.214 -0.0332 0.0950 0.2152 0.228
H -0.060 -1.918 0.204 -0.1722 0.1617 0.0612 0.217
H -0.530 -0.982 1.709 0.0021 0.0993 -0.1341 0.225

---

Entry 2:
12
Properties=species:S:1:pos:R:3:forces:R:3:nbo_charge:R:1 method="wB97M-V/def2-TZVPD" e_above_lowest_ev=3.692 e_homo_ev=-9.2
C 0.699 -0.388 -1.318 -2.3033 -0.5606 -0.1703 -0.261
N 1.156 -0.254 -0.015 0.5807 0.3006 0.2307 -0.634
C 0.278 0.648 0.691 0.1472 -0.1516 -0.7010 0.650
O 0.223 1.815 0.371 0.0488 -0.5339 0.5025 -0.563
C -0.729 -0.193 1.323 -1.0379 -0.6579 -1.4236 -0.680
H -0.739 -0.749 -1.101 2.6644 0.4351 -1.1647 0.024
H 1.170 -1.191 -1.891 -0.2740 0.3017 0.1054 0.215
H 0.602 0.572 -1.824 0.1082 -0.3245 -0.0874 0.228
H 1.317 -1.150 0.437 -0.2495 0.2986 0.0174 0.376
H -1.131 -0.630 0.004 0.4034 0.6851 3.1963 0.190
H -1.559 0.315 1.813 0.1198 -0.1296 -0.2196 0.235
H -0.344 -1.059 1.881 -0.2077 0.3369 -0.2856 0.221

---

Entry 3:
12
Properties=species:S:1:pos:R:3:forces:R:3:nbo_charge:R:1 method="wB97M-V/def2-TZVPD" e_above_lowest_ev=2.366 smiles=OC[C@H]1CN1 e_homo_ev=-9.7
O -1.229 0.525 -1.530 0.1730 -0.3150 -0.1115 -0.711
C -0.700 1.115 -0.370 -0.0263 0.0385 0.3594 -0.059
C -0.008 0.145 0.604 -0.0159 0.1156 0.0530 -0.120
C 0.252 -1.343 0.517 -0.2337 -0.0865 -0.1150 -0.244
N 1.185 -0.386 -0.034 0.3982 0.0970 -0.1169 -0.622
H -0.503 0.032 -1.935 -0.0820 0.0548 -0.0393 0.471
H -1.504 1.703 0.085 0.0229 -0.3736 0.0928 0.179
H 0.098 1.836 -0.637 -0.2621 -0.1853 0.1099 0.162
H -0.021 0.508 1.635 0.5316 0.1050 -0.2338 0.193
H -0.275 -1.989 -0.181 0.0645 0.2438 -0.1227 0.198
H 0.588 -1.888 1.411 -0.4654 0.4790 -0.1209 0.192
H 2.060 -0.277 0.461 -0.1047 -0.1731 0.2452 0.362

---

Entry 4:
13
Properties=species:S:1:pos:R:3:forces:R:3:nbo_charge:R:1 method="wB97M-V/def2-TZVPD" e_above_lowest_ev=0.000 e_homo_ev=1.5 total_charge=-2
C -0.185 -1.061 0.375 0.3322 -0.8907 1.8719 -0.649
C -0.440 0.409 0.653 2.4941 -0.3791 -0.0869 -0.204
C 0.550 1.321 0.565 -3.7503 0.7024 1.4772 -0.377
N 4.174 0.443 -0.529 0.1290 0.3013 1.0262 0.214
O 4.052 1.318 0.378 -0.1511 -0.2106 -0.6683 -0.620
O 4.740 -0.604 -0.165 -0.0277 -0.1033 -0.3463 -0.583
H 0.813 -1.278 -0.103 -1.1520 0.3501 0.4866 0.240
H -0.299 -1.748 1.333 0.5144 1.5433 -1.5064 0.193
H -1.013 -1.405 -0.195 -0.4716 -0.5831 -1.0897 0.198
H -1.428 0.693 0.999 0.0065 0.0415 -0.1163 0.182
H -12.770 -1.658 -4.602 -0.0444 -0.0059 -0.0122 -1.000
H 1.565 1.260 0.382 1.9704 -0.8627 -0.7172 0.240
H 0.240 2.311 0.909 0.1508 0.0967 -0.3185 0.165

---

Entry 5:
13
Properties=species:S:1:pos:R:3:forces:R:3:nbo_charge:R:1 method="wB97M-V/def2-TZVPD" e_above_lowest_ev=0.621 smiles="CCNC(=O)O" e_homo_ev=-10.0
C -1.796 -0.628 0.366 -1.1833 1.4827 1.0722 -0.623
C -0.418 -0.207 0.830 0.5459 0.2781 -1.7551 -0.222
N 0.396 -0.127 -0.428 0.7352 -1.9299 0.9290 -0.643
C 1.322 0.873 -0.579 0.4604 -0.1723 -0.2444 0.886
O 1.220 2.003 -0.183 -0.0681 0.1265 0.1797 -0.633
O 2.383 0.408 -1.287 0.0127 -0.9321 -0.3817 -0.719
H -2.409 0.337 0.380 0.2037 -1.7487 -0.1202 0.219
H -1.850 -1.084 -0.602 0.3976 0.1459 -0.7399 0.217
H -2.167 -1.412 1.008 -0.6825 0.1902 0.5978 0.206
H -0.414 0.813 1.220 -0.0282 -0.3401 0.2731 0.227
H -0.005 -0.927 1.554 0.1849 0.3911 -0.3008 0.185
H 0.697 -1.100 -0.709 -0.1525 1.9305 0.1232 0.394
H 3.039 1.052 -1.572 -0.4259 0.5781 0.3670 0.504

---

Entry 6:
13
Properties=species:S:1:pos:R:3:forces:R:3:nbo_charge:R:1 method="wB97M-V/def2-TZVPD" e_above_lowest_ev=0.937 smiles="C[C@@H](O)C(N)=O" e_homo_ev=-9.6
C 1.171 0.705 -0.929 0.0415 -0.1068 -0.0349 -0.668
C 0.098 0.633 0.162 0.1756 -0.4688 0.1481 0.015
O -1.067 1.397 -0.115 -0.1326 -0.2433 -0.1462 -0.707
C -0.210 -0.922 0.351 0.0922 -0.2065 -0.2198 0.644
N -1.071 -1.388 1.296 0.0151 0.1714 -0.0214 -0.818
O 0.356 -1.747 -0.354 -0.2287 0.1898 0.2723 -0.625
H 2.135 1.060 -0.560 -0.1956 0.0598 0.0118 0.220
H 0.873 1.329 -1.780 -0.0466 0.0373 0.2587 0.205
H 1.290 -0.326 -1.273 0.2850 0.3975 -0.2578 0.268
H 0.470 1.051 1.108 -0.0572 -0.3724 -0.1127 0.189
H -1.176 1.444 -1.074 -0.0351 -0.0959 0.1952 0.471
H -1.669 -0.843 1.890 0.1025 0.2858 -0.1547 0.401
H -1.200 -2.393 1.277 -0.0160 0.3522 0.0615 0.404

---

Entry 7:
13
Properties=species:S:1:pos:R:3:forces:R:3:nbo_charge:R:1 method="wB97M-V/def2-TZVPD" e_above_lowest_ev=7.158 e_homo_ev="-9.6 / -9.6"
C -1.627 0.584 -0.391 -1.1509 -2.3077 0.7931 -0.566
C -0.263 -0.449 0.467 -1.2503 2.5106 0.3335 0.015
O 0.148 -1.789 0.649 -0.9910 1.1389 -1.7549 -0.668
C 0.711 0.531 -0.112 0.4312 2.5357 -2.2828 0.572
O 0.448 1.695 -0.403 0.2266 0.4420 1.7086 -0.592
N 1.692 0.031 -0.911 3.2484 -6.3745 4.2073 -0.730
H -1.769 1.487 0.226 0.5352 -0.8049 -0.0663 0.227
H -2.431 -0.105 -0.207 -0.8407 -0.1505 0.0721 0.178
H -1.707 0.888 -1.450 1.1306 -0.5795 0.4095 0.218
H -0.711 -0.245 1.423 0.3967 0.8152 0.4181 0.211
H 0.413 -2.056 -0.235 0.4129 -0.6345 -0.1981 0.481
H 2.482 -0.779 0.264 -2.3735 1.2883 -3.1747 0.234
H 2.645 0.248 -1.090 0.2247 2.1209 -0.4653 0.418

---

Entry 8:
13
Properties=species:S:1:pos:R:3:forces:R:3:nbo_charge:R:1 method="wB97M-V/def2-TZVPD" e_above_lowest_ev=5.627 e_homo_ev=-7.6
N 1.057 1.260 -1.840 0.2808 0.0917 0.0097 -0.853
C 0.255 0.452 -1.116 0.2881 0.7347 0.3486 0.373
O -0.672 -0.137 -1.693 0.6692 0.2956 1.2241 -0.713
C -0.637 -1.387 0.872 -0.2674 -0.1371 0.9585 -0.669
C -0.520 -0.033 1.331 0.1780 0.4534 -0.5013 0.526
O 0.505 0.440 1.876 -0.2112 0.2721 0.1084 -0.695
H 1.805 1.690 -1.332 0.1994 0.2415 -0.3907 0.385
H 0.939 1.368 -2.840 0.0993 0.0071 0.0414 0.379
H 0.294 -1.951 0.856 -0.1301 0.1449 0.0540 0.251
H -1.347 -1.621 0.073 0.1141 0.3175 0.4818 0.296
H -1.438 0.567 1.260 -0.0144 0.0178 0.1505 0.169
H -1.117 -1.467 1.910 -0.1528 -1.3007 -0.3561 0.264
H 0.876 0.817 0.644 -1.0529 -1.1385 -2.1289 0.287

---

Entry 9:
13
Properties=species:S:1:pos:R:3:forces:R:3:nbo_charge:R:1 method="wB97M-V/def2-TZVPD" e_above_lowest_ev=4.528 smiles="CO/C=N/OC" e_homo_ev=-9.3
C -2.397 -0.477 0.025 -2.3575 -1.5034 -0.5571 -0.292
O -1.607 0.710 -0.030 1.8504 -0.9072 -0.4747 -0.494
C -0.257 0.439 -0.056 -0.7784 -2.0047 0.2279 0.295
N 0.186 -0.777 -0.082 0.7035 2.0142 0.3491 -0.179
O 1.618 -0.829 -0.004 -1.2341 -1.7803 -0.9122 -0.394
C 2.366 0.344 0.006 -0.4915 -0.0398 2.0209 -0.282
H -3.470 -0.125 -0.334 2.1748 -0.8147 1.1738 0.200
H -2.112 -1.378 -0.676 -0.0412 2.1476 1.1008 0.211
H -2.378 -0.921 1.085 -0.2356 0.8285 -1.4983 0.196
H 0.444 1.242 -0.013 -0.6397 0.9437 0.0387 0.178
H 2.071 1.019 -0.779 -0.0100 0.5953 -0.3169 0.168
H 2.156 0.755 1.072 1.1273 0.2085 -1.7290 0.176
H 3.380 -0.002 -0.215 -0.0681 0.3123 0.5770 0.217

---

Entry 10:
13
Properties=species:S:1:pos:R:3:forces:R:3:nbo_charge:R:1 method="wB97M-V/def2-TZVPD" e_above_lowest_ev=1.708 e_homo_ev=-10.1
C 0.595 -0.359 -1.595 0.1975 0.3157 -0.4826 -0.522
C 0.416 0.939 -1.371 0.2002 -0.1539 -0.4380 -0.290
O -0.613 1.489 0.855 -0.0497 -0.1658 0.7999 -0.634
C -0.176 0.742 1.681 0.0522 0.7291 0.3328 0.985
O 0.406 0.558 2.704 -0.1542 0.0466 -0.3741 -0.612
N -0.609 -0.946 1.026 -0.1302 -0.3352 -0.0744 -0.956
H -0.170 -0.958 -2.083 0.0962 0.0399 0.0253 0.202
H -0.149 -0.958 0.106 -0.2396 -0.1574 0.5237 0.418
H 1.526 -0.857 -1.333 -0.0732 0.0376 -0.0599 0.204
H 1.176 1.558 -0.904 -0.0581 -0.1350 -0.1036 0.205
H -0.504 1.450 -1.635 0.1377 -0.1181 -0.0196 0.206
H -0.284 -1.671 1.655 -0.0526 -0.0138 -0.1615 0.399
H -1.614 -0.987 0.894 0.0736 -0.0898 0.0321 0.396